(1)
This record from the Open Molecules 2025 dataset describes C54H123N5O6 as an isolated structure. The level of theory is ωB97M-V/def2-TZVPD.

Structure (XYZ):
```
188
C54H123N5O6 | the Open Molecules 2025 dataset | ωB97M-V/def2-TZVPD
C -4.1062 -3.0089 2.5382
C -2.7234 -2.6795 3.1217
C -3.0391 -1.3067 3.7453
O -3.9375 -0.6579 2.8747
C -4.5897 -1.6426 2.0653
H -4.7541 -3.3815 3.3323
H -4.0444 -3.7302 1.7247
H -2.0154 -2.4955 2.3178
H -2.3686 -3.3648 3.8868
H -2.1373 -0.7219 3.9399
H -3.4966 -1.4235 4.7369
H -4.2604 -1.3942 1.0504
H -5.6750 -1.5252 2.0322
C -0.8888 3.9771 -1.0097
C -1.2912 5.4283 -1.1821
C -1.9403 5.4183 -2.5531
O -2.3587 4.0761 -2.7859
C -2.1027 3.2736 -1.6122
H -0.6386 3.7627 0.0282
H -0.0119 3.7762 -1.6306
H -0.4518 6.1271 -1.1454
H -1.9410 5.7888 -0.3797
H -1.1733 5.6038 -3.3140
H -2.7601 6.1284 -2.6725
H -2.0751 2.2119 -1.8464
H -2.9903 3.3901 -0.9749
C 2.5164 -1.1491 5.0258
C 2.7602 -1.7602 6.3992
C 1.7359 -1.0026 7.2299
O 0.6065 -0.8940 6.3421
C 0.9983 -1.1337 4.9955
H 3.0529 -1.6798 4.2412
H 2.8426 -0.1037 5.0466
H 3.8072 -1.6957 6.7086
H 2.6058 -2.8442 6.3902
H 2.0683 0.0361 7.3364
H 1.4813 -1.4841 8.1696
H 0.6261 -0.3843 4.2949
H 0.6396 -2.1129 4.6533
C 5.8435 1.8226 0.6126
C 6.1162 2.5333 -0.6835
C 4.9382 3.4686 -0.8673
O 3.9610 3.0961 0.1393
C 4.3236 1.8844 0.7857
H 6.1922 2.3803 1.4897
H 6.2774 0.8441 0.8272
H 6.2628 1.8805 -1.5497
H 7.0884 3.0345 -0.6812
H 4.3827 3.3566 -1.8001
H 5.1482 4.5176 -0.6568
H 3.7280 1.0543 0.3837
H 4.0484 1.8599 1.8429
C 0.1171 2.0620 -4.6260
C 0.7876 1.1593 -5.6623
C -0.0354 1.3611 -6.9565
O -1.2595 1.9352 -6.5614
C -1.0893 2.7004 -5.3980
H 0.7838 2.8680 -4.3100
H -0.2156 1.6187 -3.6864
H 0.7286 0.1263 -5.3242
H 1.8161 1.4593 -5.8541
H -0.2431 0.4053 -7.4420
H 0.4434 2.0177 -7.6922
H -1.9809 2.7234 -4.7782
H -0.8184 3.7357 -5.6423
C -4.7377 2.7918 -0.1386
C -3.5563 3.7566 -0.0814
C -3.4840 4.1297 1.4137
O -4.4375 3.3053 2.0580
C -4.6593 2.1495 1.2493
H -4.6015 2.0767 -0.9539
H -5.7064 3.2734 -0.2643
H -3.5919 4.6365 -0.7241
H -2.6705 3.1926 -0.3765
H -3.6739 5.1859 1.6007
H -2.4791 3.9278 1.8049
H -5.5649 1.6139 1.5366
H -3.8975 1.3727 1.3628
C -1.8913 -1.8346 -3.9603
C -3.3863 -1.8597 -4.3169
N -3.9538 -0.5978 -4.7579
C -3.5243 -0.2676 -6.1175
C -4.3062 -1.1377 -7.1281
C -3.7252 0.5251 -3.8383
C -4.3769 0.3033 -2.4998
H -1.5924 -0.9573 -3.3735
H -1.2703 -1.6399 -4.8431
H -1.5339 -2.7450 -3.4840
H -3.5209 -2.6863 -5.0080
H -3.9156 -2.1845 -3.4149
H -3.6069 0.7573 -6.4690
H -2.4661 -0.5299 -6.2538
H -5.3809 -0.9311 -7.1071
H -3.9985 -0.8968 -8.1512
H -4.2667 -2.2217 -7.0372
H -4.1730 1.3691 -4.3641
H -2.6538 0.7477 -3.7227
H -5.3983 -0.0492 -2.6522
H -4.4099 1.2172 -1.9029
H -3.8508 -0.4172 -1.8677
C 0.4822 -2.8053 1.4286
C 1.6482 -3.7919 1.5749
N 2.9766 -3.1937 1.6209
C 3.4550 -2.8628 0.2847
C 4.6659 -1.9570 0.2426
C 3.9078 -4.0776 2.3551
C 4.2991 -5.3831 1.6685
H -0.4334 -3.3475 1.1755
H 0.5378 -2.0495 0.6433
H 0.2805 -2.2997 2.3747
H 1.4692 -4.4016 2.4590
H 1.6163 -4.4525 0.6930
H 3.5521 -3.7516 -0.3439
H 2.5998 -2.3041 -0.1144
H 5.1224 -1.9088 -0.7487
H 4.5501 -0.9367 0.5998
H 5.4465 -2.4198 0.8576
H 3.4846 -4.3126 3.3364
H 4.7931 -3.5030 2.6458
H 4.8012 -5.2536 0.7118
H 3.3969 -5.9790 1.5268
H 5.0048 -5.8863 2.3317
C 0.9886 -0.4823 -2.0680
C 0.4615 0.7276 -1.3039
N -0.0646 0.3112 0.0012
C -1.4649 0.5624 0.3006
C -2.4086 -0.1924 -0.6464
C 0.8821 0.5641 1.0848
C 1.0945 2.0234 1.4102
H 0.2540 -1.2836 -2.1675
H 1.9377 -0.8965 -1.7340
H 1.0930 -0.1651 -3.1185
H 1.1619 1.5650 -1.2204
H -0.3152 1.2002 -1.9198
H -1.6705 1.6390 0.3901
H -1.6477 0.2168 1.3237
H -2.2374 0.0327 -1.6992
H -3.4510 0.0235 -0.4257
H -2.1043 -1.2082 -0.3850
H 0.5352 0.0699 1.9990
H 1.8094 0.0407 0.8273
H 1.7825 2.0959 2.2640
H 1.5478 2.6321 0.6309
H 0.2111 2.4833 1.8626
C 4.0971 -5.8726 -5.3889
C 3.6461 -5.7018 -3.9125
N 2.5038 -4.7950 -3.8133
C 2.8964 -3.4391 -4.1863
C 1.6403 -2.5726 -4.3008
C 1.8944 -4.8608 -2.4674
C 0.8247 -5.9518 -2.4812
H 3.2111 -5.9480 -6.0106
H 4.6574 -6.8116 -5.3476
H 4.8480 -5.1440 -5.6901
H 3.3312 -6.7175 -3.6705
H 4.5187 -5.4260 -3.3060
H 3.6481 -3.0846 -3.4656
H 3.3267 -3.4113 -5.1886
H 1.8182 -1.5484 -4.6394
H 1.0289 -3.0013 -5.0954
H 1.0966 -2.4853 -3.3614
H 1.3750 -3.9643 -2.1315
H 2.7303 -5.0774 -1.7933
H 0.4442 -6.1107 -1.4693
H 1.1424 -6.8638 -2.9782
H -0.0088 -5.5216 -3.0420
C 0.1470 5.2519 4.8488
C -0.8145 4.8074 5.9485
N -0.4103 3.5598 6.5692
C -0.0597 2.4696 5.6800
C -1.1433 2.1125 4.6359
C -1.3925 3.1713 7.5983
C -0.9170 1.9822 8.4459
H -0.0002 6.3307 4.7279
H 0.0103 4.7536 3.8947
H 1.1811 5.2194 5.1985
H -0.9829 5.5769 6.7053
H -1.8304 4.7427 5.5119
H 0.8763 2.7715 5.2016
H 0.1949 1.6184 6.3078
H -2.1339 1.9621 5.0760
H -1.3502 2.9609 3.9824
H -0.8748 1.1883 4.1273
H -2.3767 3.0640 7.1263
H -1.5113 3.9971 8.3064
H -1.3734 1.9898 9.4321
H 0.1677 1.9262 8.5339
H -1.1808 1.0686 7.9042
```

Results
HOMO energy ... -6.6 eV
Kohn-Sham gap ... 0.2598 Eh
LUMO energy ... 0.518 eV


(2)
This record from the Open Molecules 2025 dataset describes C34H29FeN13O5S as an isolated structure. The level of theory is ωB97M-V/def2-TZVPD.

Structure (XYZ):
```
83
C34H29FeN13O5S | the Open Molecules 2025 dataset | ωB97M-V/def2-TZVPD
Fe -0.0881 -1.6032 -0.5034
N -0.4146 -6.3339 4.0933
C -0.9106 -5.8130 2.9059
C -2.2686 -5.5255 2.7671
C -2.7503 -4.9519 1.6025
C -1.8793 -4.6660 0.5604
C -0.5255 -4.9704 0.6757
C -0.0460 -5.5316 1.8427
S -2.4832 -3.8310 -0.8664
O -3.9151 -3.8548 -0.8016
O -1.8169 -4.4067 -2.0057
N -1.9088 -2.3241 -0.6471
C -2.5855 -1.1568 -0.8332
N -3.8875 -1.0320 -1.1027
C -4.3203 0.2063 -1.2803
C -3.5106 1.3352 -1.2101
C -2.1830 1.1061 -0.9130
N -1.7144 -0.1156 -0.7049
H -1.0816 -6.7938 4.6895
H 0.4630 -6.8214 4.0306
H -2.9496 -5.7502 3.5798
H -3.8020 -4.7203 1.4908
H 0.1377 -4.7808 -0.1576
H 1.0084 -5.7664 1.9339
H -5.3799 0.3074 -1.4946
H -3.8938 2.3277 -1.3905
H -1.4724 1.9255 -0.8400
C -1.2405 1.2125 4.0542
N -1.0174 0.1810 3.0434
C -0.0608 -0.0501 2.1502
N -0.2675 -1.2185 1.5599
C -1.3958 -1.6786 2.1761
N -1.8834 -0.8641 3.0744
C -0.3216 2.4066 4.0586
C 0.0707 2.8898 5.3041
C 0.7967 4.0651 5.4211
C 1.1679 4.7636 4.2867
C 0.8088 4.2739 3.0358
C 0.0558 3.1078 2.9183
C 1.2560 5.0013 1.8446
N 1.6123 6.2293 1.7355
N 2.0253 6.3988 0.4063
C 1.8813 5.2573 -0.1614
O 1.3835 4.3115 0.6836
C 2.2118 4.8366 -1.5237
C 2.4554 5.7704 -2.5204
C 2.7778 5.3217 -3.7939
C 2.8438 3.9638 -4.0680
C 2.5976 3.0266 -3.0679
C 2.6397 1.5533 -3.4113
N 2.4722 0.6883 -2.2559
C 1.3876 0.5269 -1.5220
N 1.5828 -0.4113 -0.6039
C 2.8589 -0.8203 -0.8678
N 3.4415 -0.1820 -1.8501
C 2.2906 3.4758 -1.7972
H -1.1706 0.7158 5.0201
H -2.2787 1.5237 3.9324
H 0.7628 0.6166 1.9571
H -1.8441 -2.6305 1.9523
H -0.2100 2.3439 6.1971
H 1.0819 4.4282 6.3994
H 1.7454 5.6758 4.3516
H -0.2515 2.7698 1.9358
H 2.3943 6.8265 -2.2952
H 2.9765 6.0374 -4.5805
H 3.0846 3.6299 -5.0710
H 3.5955 1.2853 -3.8559
H 1.8451 1.3147 -4.1223
H 0.4697 1.0604 -1.7073
H 3.3525 -1.6041 -0.3175
H 2.1366 2.7774 -0.9886
O -0.6394 -0.0537 -4.2474
C -0.3090 -1.1716 -3.8968
C -0.1042 -2.3751 -4.8200
C 0.5910 -3.4153 -3.9362
C 0.5325 -2.7552 -2.5882
O 0.9164 -3.2048 -1.4958
N -0.0106 -1.5295 -2.6055
H 0.4561 -2.0801 -5.7053
H -1.0894 -2.7096 -5.1479
H 1.6315 -3.5951 -4.2110
H 0.0828 -4.3765 -3.8835
```

Results
HOMO energy (spin up / spin down) ... -7.9 / -7.9 eV
Kohn-Sham gap (spin up / spin down) ... 0.2791 / 0.2791 Eh
LUMO energy (spin up / spin down) ... -0.300 / -0.300 eV


(3)
This record from the Open Molecules 2025 dataset describes the molecule C13H24N6O5. The level of theory is ωB97M-V/def2-TZVPD.

Structure (XYZ):
```
48
C13H24N6O5 | the Open Molecules 2025 dataset | ωB97M-V/def2-TZVPD
O -6.5013 -2.3271 0.7752
O 5.8932 2.9241 -1.3333
O 2.2542 0.0016 2.9944
O 2.0038 2.1271 -1.1697
N -2.5073 -1.9567 1.5550
O 3.9091 -1.0050 1.8676
C -5.9892 -2.0082 1.8416
C 5.0636 3.4832 -2.0558
C 2.7348 -0.3398 1.9415
C 2.8165 1.2719 -1.3391
C -3.7040 -2.3054 1.1219
N -3.9261 -2.7246 -0.1518
N -4.6563 -2.1235 2.1089
N -6.7934 -1.4205 2.8228
N 2.8725 0.2083 -0.4636
N 4.1968 2.7510 -2.8227
C 5.0800 5.0021 -2.1179
C -8.1343 -0.9101 2.5837
C -1.3443 -2.0748 0.6651
C -0.1894 -1.2163 1.2056
C 0.9365 -1.0672 0.1753
C 3.2478 0.7361 -3.7241
C 1.9627 0.0177 0.6425
C 3.8308 1.3711 -2.4776
H 4.2161 -1.0156 2.8025
H -3.1523 -2.5504 -0.8167
H -4.8919 -2.6562 -0.4592
H -4.2886 -1.7023 2.9511
H -6.3645 -1.1818 3.7054
H 3.6111 -0.5066 -0.5421
H 3.5016 3.2977 -3.3062
H 4.7525 5.3299 -3.0984
H 6.0692 5.3953 -1.9419
H 4.4020 5.3911 -1.3550
H -8.7464 -1.6170 2.0365
H -8.0877 0.0350 2.0477
H -8.6186 -0.6965 3.5275
H -1.0279 -3.1316 0.6481
H -1.5615 -1.7088 -0.3247
H 0.2066 -1.6451 2.1576
H -0.5639 -0.2274 1.4561
H 0.5415 -0.7535 -0.7840
H 1.4745 -2.0497 0.0373
H 2.9700 -0.2785 -3.4832
H 2.3585 1.3089 -4.0483
H 3.9918 0.7003 -4.5305
H 1.3974 0.9508 0.8284
H 4.7538 0.8968 -2.1536
```

Results
HOMO energy ... -8.5 eV
Kohn-Sham gap ... 0.3353 Eh
LUMO energy ... 0.627 eV
SMILES ... CNC(=O)N/C(N)=N/CCC[C@H](NC(=O)[C@@H](C)NC(C)=O)C(=O)O


| no. | energy (Ha) | molecular weight (g/mol) | largest force on an atom (hartree/bohr) |
| --- | --- | --- | --- |
| 1 | -2855.89924 | 938.6 | 0.261 |
| 2 | -4063.06129 | 787.6 | 0.034 |
| 3 | -1214.58764 | 344.4 | 0.092 |